{
  "formula": "C5H6BrFN2",
  "method": "ωB97M-V/def2-TZVPD",
  "orbital_gap_ha": 0.3035,
  "homo_ha": -0.2953,
  "charge": 0,
  "energy_ha": -2977.3892,
  "relative_energy_kcal_mol": 39.6,
  "smiles": "N/C(F)=C/C=C\\C=N\\Br",
  "elements": ["C", "C", "C", "C", "C", "N", "N", "F", "Br", "H", "H", "H", "H", "H", "H"],
  "coordinates": [[-1.5091, 0.9458, 0.0920], [-0.6062, 1.7383, -0.6001], [-1.1530, -0.2845, 0.6979], [0.7574, 1.4530, -0.5447], [-0.1726, -1.1448, 0.0533], [1.3327, 0.2793, -0.3757], [0.4510, -2.3367, 0.3380], [-0.1691, -1.1873, -1.3753], [3.1079, 0.2232, 0.4177], [-2.5437, 1.2188, 0.5134], [-1.0337, 2.7319, -0.9329], [-1.7729, -0.5384, 1.4986], [1.4623, 2.2344, -0.5853], [0.7947, -2.6657, 1.2525], [1.0545, -2.6674, -0.4493]],
  "atomic_forces_ev_per_a": [[-0.5, -1.4, 1.8], [-2.1, 1.0, -0.2], [1.7, -0.5, -3.0], [1.4, -0.5, 0.1], [0.1, 0.0, -1.5], [-0.8, -0.4, 0.8], [0.6, -0.3, 0.3], [-1.0, 0.5, 1.7], [-0.9, 0.4, -0.5], [1.7, 0.5, -1.3], [1.2, -1.2, 0.3], [-0.3, -1.1, 1.3], [0.5, 1.4, -0.2], [-0.7, 1.0, -0.7], [-1.0, 0.6, 1.1]],
  "lowdin_charge": [-0.1131, -0.1133, -0.0540, -0.2920, -0.3243, -0.3991, 0.1286, -0.0236, 0.5411, 0.1334, 0.1184, 0.0730, 0.0756, 0.1195, 0.1300]
}

{
  "formula": "C5H10FNO",
  "method": "ωB97M-V/def2-TZVPD",
  "orbital_gap_ha": 0.3642,
  "homo_ha": -0.3442,
  "charge": 0,
  "energy_ha": -426.2014,
  "relative_energy_kcal_mol": 99.7,
  "elements": ["C", "C", "C", "C", "C", "H", "H", "H", "H", "H", "H", "H", "H", "H", "H", "N", "O", "F"],
  "coordinates": [[1.6402, 0.1543, -1.5855], [1.0832, 0.7175, -0.1803], [-0.3861, 0.2110, -0.2742], [-1.0993, -0.0244, 1.0388], [-0.7137, -1.1019, 0.1666], [1.6972, -0.9398, -1.2573], [0.8281, 0.4148, -2.4042], [2.6320, 0.5988, -1.8707], [1.1261, 1.8311, 0.0287], [1.8975, -0.5845, 0.9908], [-0.8206, 0.7840, -1.0988], [-0.3835, 0.2562, 1.7750], [-2.7761, -0.0811, 2.2199], [-3.0730, 1.1609, 0.4871], [-1.4666, -1.7434, -0.3636], [-2.5102, 0.0202, 1.1010], [1.9115, 0.2797, 0.7748], [0.4131, -1.9535, 0.4518]],
  "atomic_forces_ev_per_a": [[-1.2, 1.1, 0.4], [-0.7, 0.7, -3.1], [0.8, 2.8, 0.0], [0.1, 0.6, -0.6], [1.1, -4.3, -1.8], [0.1, 1.3, -1.4], [1.9, -1.0, 1.4], [-0.9, -0.6, 0.3], [-0.5, -1.0, -1.1], [-0.4, -4.7, 0.6], [-0.5, -0.7, 0.2], [-0.1, 0.1, 1.3], [0.3, 1.0, -3.9], [2.3, -4.1, 3.0], [0.6, 1.0, 0.9], [-3.6, 3.6, 1.8], [1.6, 3.8, 2.0], [-0.8, 0.5, 0.1]],
  "lowdin_charge": [-0.0301, -0.4181, -0.1892, -0.3671, -0.2252, 0.0945, 0.1035, 0.0768, 0.1638, 0.0323, 0.1446, 0.1408, 0.1335, 0.2327, 0.1740, -0.0319, 0.0103, -0.0453]
}

{
  "formula": "C10H14BClN6Ti",
  "method": "ωB97M-V/def2-TZVPD",
  "s2": 2.03,
  "orbital_gap_ha": [0.2948, 0.2095],
  "homo_ha": [-0.5839, -0.5887],
  "charge": 2,
  "energy_ha": -2051.8722,
  "relative_energy_kcal_mol": 39.5,
  "spin_multiplicity": 3,
  "elements": ["C", "N", "N", "C", "C", "B", "N", "N", "C", "C", "C", "Ti", "N", "N", "C", "C", "C", "H", "H", "H", "H", "H", "H", "H", "H", "H", "H", "H", "C", "H", "H", "H", "Cl"],
  "coordinates": [[-2.4838, 2.1252, 0.1130], [-1.6135, 1.0662, 0.0976], [-0.4422, 1.4779, -0.5563], [-0.6506, 2.7411, -0.9649], [-1.9070, 3.1782, -0.5896], [1.0386, 0.8955, -0.5453], [1.0357, 0.0282, 0.7450], [0.0683, -0.8258, 1.2041], [0.4531, -1.2847, 2.4332], [1.5256, -0.5064, 2.8491], [1.8817, 0.2742, 1.7589], [-1.8497, -0.8756, 0.7612], [1.6680, 0.1567, -1.8303], [1.1435, -1.0867, -1.9617], [1.7071, -1.6935, -2.9908], [2.7617, -0.8987, -3.4980], [2.6915, 0.2857, -2.7466], [1.3491, -2.6722, -3.2603], [3.2950, 1.1747, -2.7901], [3.4587, -1.2192, -4.2486], [1.8253, 1.8036, -0.3177], [2.6182, 1.0445, 1.6274], [0.1222, 3.2369, -1.5157], [1.9564, -0.4284, 3.8324], [-2.3365, 4.1376, -0.8288], [-0.0848, -2.0849, 2.9197], [-3.4355, 2.1425, 0.6272], [-1.8364, -2.4652, 1.8603], [-2.8500, -1.9997, 2.1510], [-2.8659, -1.6500, 3.1938], [-3.2099, -1.0976, 1.4933], [-3.5927, -2.7857, 1.9699], [-1.4412, -2.1946, -0.9923]],
  "atomic_forces_ev_per_a": [[1.6, 0.0, -1.0], [0.2, 0.0, 0.4], [-0.8, 0.7, -0.5], [-0.2, -0.6, 0.0], [-0.3, 0.1, 0.1], [0.3, 0.9, 0.8], [-0.2, 0.1, 0.9], [1.5, -0.6, -0.1], [0.2, 1.7, -0.6], [0.4, -0.1, 0.4], [-0.6, -0.4, -0.1], [5.6, 0.9, -5.7], [0.6, 0.1, -0.6], [-0.1, -0.4, -0.3], [0.7, 0.2, -0.5], [-1.4, -2.3, -0.2], [-1.8, 1.6, 2.8], [0.3, -0.1, -0.2], [0.1, 0.1, 0.0], [0.3, 0.3, -0.2], [-0.6, -0.3, -0.3], [0.3, -0.1, 0.2], [0.1, 0.3, -0.1], [0.2, -0.4, 0.0], [0.0, 0.0, 0.2], [0.1, 0.2, 0.2], [0.1, -0.5, -0.1], [-1.0, 0.2, 0.4], [-1.3, -0.6, 0.5], [0.0, -0.2, -0.3], [-3.3, -1.4, 3.0], [0.1, 0.2, 0.2], [-1.1, 0.5, 0.7]],
  "mulliken_spin": [0.0093, -0.0100, 0.0206, 0.0028, 0.0043, -0.0214, 0.0205, -0.0250, 0.0010, 0.0022, 0.0095, 1.0007, -0.0243, 0.3942, -0.0367, 0.3444, 0.3335, 0.0032, -0.0017, 0.0015, -0.0007, 0.0007, 0.0017, 0.0000, 0.0007, 0.0000, -0.0051, 0.0050, -0.0532, 0.0019, 0.0363, -0.0018, -0.0140]
}

{
  "formula": "C4H8N2O2",
  "method": "ωB97M-V/def2-TZVPD",
  "orbital_gap_ha": 0.3190,
  "homo_ha": -0.3007,
  "charge": 0,
  "energy_ha": -417.1085,
  "relative_energy_kcal_mol": 92.5,
  "smiles": "N/C=C(/N)[C@@H](O)C=O",
  "elements": ["C", "C", "N", "N", "C", "C", "O", "O", "H", "H", "H", "H", "H", "H", "H", "H"],
  "coordinates": [[0.6381, -0.2639, -0.9783], [-0.3455, 0.6845, -0.3925], [-1.3592, 1.1120, -1.1938], [0.3861, 0.5392, 1.9747], [-0.1199, -1.4552, -0.0759], [-0.5783, 0.4422, 0.9674], [1.9428, -0.1887, -0.4842], [0.6609, -2.2400, 0.4925], [2.0945, -1.0834, -0.0905], [0.5779, -0.3726, -2.0626], [-1.1650, 1.2085, -2.1826], [-2.0987, 1.6466, -0.7558], [0.9630, -0.2966, 2.0724], [1.0566, 1.2929, 1.8617], [-1.0918, -1.7550, -0.4942], [-1.5615, 0.7293, 1.3418]],
  "atomic_forces_ev_per_a": [[-0.1, -1.0, 1.4], [-1.1, -0.6, 0.8], [0.7, -0.2, 0.2], [1.6, -0.7, 1.0], [2.6, -0.8, -2.5], [-0.8, 1.7, -0.7], [-0.2, -0.4, -0.4], [-1.2, 1.4, 0.2], [-0.1, 0.4, -0.1], [0.0, 0.0, 0.0], [-0.3, 0.1, 0.3], [0.1, -0.1, -0.4], [-0.3, -0.1, 0.0], [-0.3, 0.0, -0.3], [-0.2, 0.4, 0.7], [-0.3, -0.1, -0.2]],
  "lowdin_charge": [-0.2665, -0.2849, 0.1574, 0.0260, -0.2159, -0.2125, -0.0275, -0.0325, 0.0955, 0.1382, 0.1122, 0.1132, 0.0727, 0.0834, 0.1355, 0.1058]
}

{
  "formula": "C36H38GdN9O3S3",
  "method": "ωB97M-V/def2-TZVPD",
  "s2": 16.07,
  "orbital_gap_ha": [0.2556, 0.1967],
  "homo_ha": [-0.2616, -0.2611],
  "charge": 0,
  "energy_ha": -4073.4277,
  "relative_energy_kcal_mol": 31.8,
  "spin_multiplicity": 8,
  "elements": ["Gd", "C", "C", "N", "N", "C", "S", "S", "C", "C", "C", "C", "C", "C", "C", "C", "C", "C", "C", "C", "C", "O", "H", "H", "H", "H", "H", "H", "H", "H", "H", "H", "H", "H", "H", "H", "C", "N", "C", "C", "N", "N", "C", "N", "N", "H", "H", "H", "H", "H", "H", "H", "H", "H", "H", "H", "C", "C", "C", "C", "C", "C", "C", "S", "O", "O", "N", "C", "C", "C", "C", "C", "C", "C", "C", "N", "C", "H", "H", "H", "H", "H", "H", "H", "H", "H", "H", "H", "H", "H"],
  "coordinates": [[0.5426, 0.6451, -0.3524], [1.9911, 4.0667, -0.3281], [0.5686, 3.8633, 0.0293], [0.3448, 3.4103, 1.1967], [-0.9593, 3.3602, 1.5785], [-1.3907, 2.2781, 2.0178], [-0.6014, 0.7225, 2.1141], [-3.1276, 2.2719, 2.6165], [-3.8534, 1.1381, 1.4438], [-4.7121, 0.0243, 2.0960], [-5.8904, -0.4611, 1.4857], [-6.7125, -1.3501, 2.1983], [-6.3441, -1.8489, 3.4051], [-5.1800, -1.3890, 4.0082], [-4.4191, -0.4407, 3.3663], [-0.4998, 4.3150, -0.9244], [-0.4807, 5.5879, -1.4597], [-1.4685, 6.0285, -2.3038], [-2.5449, 5.1379, -2.5402], [-2.5591, 3.8400, -2.1327], [-1.4849, 3.3581, -1.3397], [-1.4279, 2.1060, -0.9716], [2.2207, 5.1047, -0.1257], [2.1393, 3.8297, -1.4141], [2.5943, 3.3447, 0.2814], [-3.0484, 0.7201, 0.7867], [-4.5156, 1.6413, 0.7610], [-6.1021, -0.1623, 0.4753], [-7.6070, -1.7749, 1.7257], [-6.9483, -2.6093, 3.9792], [-4.9306, -1.7655, 4.9958], [-3.5423, -0.0225, 3.8515], [0.3877, 6.2747, -1.3464], [-1.3791, 6.9320, -2.8757], [-3.3573, 5.5598, -3.0172], [-3.3424, 3.1471, -2.3812], [-1.0086, -3.9156, -1.8440], [-0.9952, -2.8629, -2.9098], [-0.6151, -3.3772, -4.2179], [-0.9468, -1.5778, -2.4987], [-0.6658, -1.2247, -1.2893], [-1.3318, -0.6136, -3.3910], [-0.8837, 0.7009, -3.5256], [-1.7494, 1.4926, -4.2129], [0.2757, 1.0582, -3.1124], [-1.2888, -4.8504, -2.2535], [-1.5551, -3.5179, -1.0231], [0.0228, -4.1217, -1.4950], [0.3951, -3.8761, -4.1235], [-0.5259, -2.5572, -4.8946], [-1.3368, -4.1067, -4.6411], [-0.2413, -1.9795, -0.7241], [-2.1151, -0.8303, -4.0272], [-2.7166, 1.1993, -4.3521], [-1.5202, 2.4908, -4.1637], [0.4036, 2.0301, -3.2128], [4.2620, 0.5957, 6.8529], [3.9675, 0.3535, 5.4225], [2.6594, 0.0269, 5.0688], [2.3391, -0.1749, 3.7523], [3.3452, -0.1899, 2.8242], [4.6365, 0.2701, 3.1366], [4.9415, 0.4982, 4.4600], [3.0573, -0.3798, 1.0548], [4.2449, -0.9337, 0.4927], [2.6852, 0.9706, 0.5973], [1.7335, -1.3053, 0.7433], [2.0309, -2.4108, -0.0323], [1.7750, -3.6703, 0.3851], [1.9351, -4.8043, -0.4539], [2.3619, -4.7347, -1.7162], [2.6235, -3.4021, -2.2400], [3.1129, -3.2171, -3.5800], [3.2466, -1.9229, -3.9776], [2.8874, -0.8541, -3.1333], [2.4555, -0.9870, -1.8961], [2.4182, -2.2651, -1.3808], [3.7371, -0.0177, 7.5411], [4.0854, 1.6855, 7.1448], [5.3142, 0.3808, 7.1809], [1.9379, -0.0247, 5.8201], [1.3249, -0.2891, 3.4573], [5.3945, 0.3396, 2.3811], [5.9114, 0.8457, 4.7977], [1.5305, -3.8029, 1.4207], [1.6956, -5.7559, -0.0511], [2.5807, -5.6001, -2.3368], [3.2847, -4.0569, -4.2505], [3.5742, -1.7612, -4.9887], [2.9493, 0.1492, -3.4844]],
  "atomic_forces_ev_per_a": [[-0.9, 1.0, -0.3], [0.7, -1.4, -0.6], [-0.9, 0.8, -0.6], [0.2, -0.8, 0.3], [0.1, 1.6, -0.2], [-1.7, -1.5, 0.6], [0.1, -0.2, -0.4], [0.9, 0.6, 0.0], [-0.2, -1.8, -0.6], [-0.6, 0.4, -0.4], [0.8, 0.0, 1.0], [-0.5, -0.2, -2.1], [-0.1, -1.1, 2.2], [-0.5, -0.3, 0.2], [1.0, 0.2, 0.3], [0.1, -1.3, 0.3], [1.3, 1.1, -0.7], [-0.8, -1.3, -0.1], [1.5, 0.9, 0.4], [0.8, -0.3, 0.6], [0.2, -0.1, 0.8], [0.7, -0.2, 0.0], [0.5, 0.2, -0.1], [0.1, 0.4, 0.8], [-0.2, 1.0, -0.5], [-0.5, 0.2, 0.7], [-0.2, 0.6, -0.2], [-0.4, 0.1, -0.2], [0.3, 0.4, 0.1], [0.5, 0.9, -1.0], [0.2, 0.2, -0.1], [-0.1, -0.1, 0.0], [-0.6, -0.7, 0.4], [-0.2, 0.5, 0.2], [-1.7, 0.5, -1.4], [-0.4, 0.0, 0.0], [2.2, 1.6, -0.7], [-0.5, -1.8, 0.5], [0.7, -0.6, 0.3], [0.4, -0.1, 0.8], [0.5, -0.4, 0.7], [-1.2, 0.4, -2.0], [0.2, -0.1, 0.2], [0.1, 0.3, -0.2], [-0.1, -1.6, 0.8], [-1.1, -0.7, -0.4], [-0.9, -0.3, 0.6], [-0.5, 0.4, -0.1], [-1.0, 0.4, -0.2], [0.2, 0.5, -0.6], [0.3, 0.4, 0.5], [-0.5, 0.3, -0.6], [0.9, -0.2, 0.7], [0.6, 0.5, 0.3], [-0.7, -0.6, -0.1], [0.1, 1.5, -0.3], [1.8, 1.8, 1.4], [-0.7, -0.3, 0.5], [1.6, 0.4, -0.6], [-0.2, -0.4, -0.1], [0.9, 1.0, -1.4], [-0.4, -1.0, 0.1], [0.2, 0.4, 0.1], [-1.3, -0.8, 0.4], [0.8, -0.1, -0.1], [0.0, 0.5, 0.0], [1.2, 1.7, 1.0], [-0.4, -0.5, -0.4], [0.3, -1.0, 0.2], [-0.2, 0.0, 1.3], [1.0, 1.9, -1.5], [0.4, -1.0, 0.3], [-1.0, 0.5, 1.6], [0.2, -0.3, -0.6], [-0.2, -0.4, 0.8], [0.4, -0.8, -0.2], [0.0, 0.1, -2.4], [-1.1, -0.5, 0.4], [0.1, -1.3, -0.4], [-0.6, 0.3, -0.8], [-1.2, 0.0, 1.0], [-0.6, -0.4, -0.2], [0.1, 0.0, -0.3], [0.1, -0.1, -0.3], [-0.4, -0.2, 0.3], [-0.1, -0.8, 0.5], [-0.2, 0.1, 0.1], [0.1, 0.1, 0.3], [0.2, 0.5, -0.2], [-0.1, 0.6, -0.4]],
  "mulliken_spin": [6.5692, -0.0006, -0.0011, 0.0061, 0.0257, -0.0131, 0.2814, 0.0159, -0.0042, 0.0014, 0.0000, -0.0001, 0.0001, -0.0003, 0.0012, 0.0039, -0.0031, 0.0025, -0.0012, 0.0029, -0.0012, 0.0287, 0.0000, -0.0004, 0.0000, 0.0022, -0.0004, 0.0000, 0.0000, 0.0000, 0.0000, -0.0007, -0.0002, 0.0001, 0.0001, 0.0002, -0.0006, 0.0002, -0.0002, -0.0035, 0.0121, 0.0008, -0.0018, -0.0010, 0.0041, 0.0001, -0.0003, 0.0006, 0.0001, 0.0000, 0.0000, 0.0166, -0.0001, -0.0001, 0.0000, 0.0008, -0.0003, 0.0002, -0.0018, -0.0022, 0.0007, 0.0001, 0.0000, 0.0044, -0.0013, 0.0199, 0.0207, 0.0090, -0.0024, 0.0002, -0.0009, 0.0003, 0.0002, -0.0006, -0.0008, 0.0146, -0.0004, 0.0000, 0.0000, 0.0000, -0.0004, -0.0016, 0.0002, 0.0000, -0.0001, -0.0001, 0.0000, 0.0000, 0.0000, -0.0005]
}

{
  "formula": "C4H4OS",
  "method": "ωB97M-V/def2-TZVPD",
  "orbital_gap_ha": 0.3336,
  "homo_ha": -0.3369,
  "charge": 0,
  "energy_ha": -628.1479,
  "relative_energy_kcal_mol": 54.6,
  "smiles": "CC1=CC(=O)S1",
  "elements": ["C", "C", "C", "C", "O", "S", "H", "H", "H", "H"],
  "coordinates": [[-0.8040, -0.5007, 0.6006], [0.1624, 0.0376, -0.0831], [-1.0980, 0.4912, 1.6503], [1.0165, -0.1420, -1.2698], [-2.0533, 0.7947, 2.3164], [0.3179, 1.5857, 1.4535], [-1.2997, -1.4509, 0.3364], [0.4446, -0.2316, -2.0721], [1.5648, -1.1020, -1.2430], [1.7487, 0.5180, -1.6892]],
  "atomic_forces_ev_per_a": [[-1.3, -1.9, -0.4], [2.4, 3.3, 1.6], [-0.9, 1.7, 0.8], [2.1, -1.4, 2.2], [0.5, -1.2, -0.4], [0.2, -1.9, -2.2], [0.0, 0.6, 0.4], [-3.2, -0.7, -3.6], [-0.3, 0.2, 0.5], [0.4, 1.3, 1.1]],
  "lowdin_charge": [-0.1281, -0.2411, -0.7738, -0.0639, 0.0310, 0.8232, 0.1294, 0.0296, 0.1078, 0.0859]
}